1.
ORCA calculation (ωB97M-V with the def2-TZVPD basis set) on 16 unconnected molecules or ions with the total composition H32O16 in a non-equilibrium geometry.

As for the spin multiplicity: 1. For the HOMO energy, the calculation gives -0.369 hartree. The calculation puts the relative energy (zero: lowest compared OMol25 entry of this formula, charge and spin) at 100.15 kcal per mole. The calculation puts the frontier orbital gap at 9.72 eV.

XYZ file:
```
48
Properties=species:S:1:pos:R:3:forces:R:3
O -2.392 1.104 -1.299 -0.882 -0.426 0.062
H -1.643 1.690 -1.352 0.692 0.140 -0.450
H -2.049 0.198 -1.263 0.304 0.555 0.057
O -1.339 -2.604 1.341 -0.079 -0.553 0.354
H -1.122 -3.368 1.886 0.405 -0.250 -0.199
H -2.011 -2.224 1.906 -0.494 0.678 0.038
O 3.039 -0.104 2.299 -0.021 -0.512 2.274
H 2.899 0.096 1.393 -0.119 0.739 -1.847
H 2.829 0.706 2.789 0.256 -0.021 -0.541
O -2.423 3.476 0.501 -0.380 0.799 -0.353
H -1.829 2.770 0.228 -0.137 -0.018 -0.217
H -2.776 3.878 -0.324 0.415 -0.687 0.814
O -3.936 0.079 1.385 -0.889 -0.313 0.154
H -3.008 0.091 1.656 -0.075 0.475 -0.227
H -4.279 0.976 1.499 0.328 -0.307 -0.172
O 3.395 0.618 -0.430 -1.202 0.970 -0.265
H 4.033 -0.008 -0.726 0.786 -0.733 -0.497
H 2.889 0.882 -1.235 0.552 -0.329 0.646
O 1.562 -2.437 0.534 -0.146 -1.108 -0.082
H 0.795 -2.893 0.159 -0.585 0.325 0.205
H 2.040 -3.213 0.854 0.524 0.377 0.354
O 0.331 0.026 -0.215 0.277 1.676 -1.276
H 0.639 -0.819 0.022 0.663 -1.481 0.706
H -0.444 0.186 0.328 -0.586 0.113 0.221
O -0.307 -1.147 -3.302 0.117 0.393 -0.358
H -1.114 -1.307 -2.819 -0.459 -0.068 0.218
H 0.394 -1.415 -2.681 -0.207 -0.175 -0.463
O -2.131 -1.589 -1.078 -0.331 0.313 -1.109
H -3.027 -1.264 -1.097 -0.831 0.464 -0.489
H -2.195 -2.096 -0.293 0.709 -1.169 1.457
O 1.396 2.250 1.250 -0.500 -1.091 1.088
H 1.682 2.860 0.607 0.620 1.492 -0.945
H 1.113 1.523 0.675 -0.174 -0.431 0.102
O -0.109 2.639 -1.490 -0.082 1.821 0.041
H 0.052 3.566 -1.754 -0.486 -0.481 0.404
H 0.603 2.198 -1.949 0.647 -0.766 -0.227
O -1.367 0.392 1.778 -1.165 1.249 -0.591
H -1.262 1.171 2.320 -0.057 0.848 -0.048
H -0.866 -0.231 2.254 1.738 -1.983 1.008
O 0.598 -0.980 3.172 -0.734 0.626 0.961
H 0.372 -0.343 3.894 0.750 -0.832 -0.782
H 1.498 -0.754 2.834 -0.121 0.076 0.118
O 1.652 0.975 -2.765 0.253 1.412 -1.246
H 1.100 1.204 -3.549 0.620 -0.671 0.680
H 1.091 0.442 -2.219 -0.916 -1.035 0.478
O 1.776 -2.073 -2.111 0.706 -0.552 -0.261
H 2.043 -2.934 -2.457 -0.112 0.241 -0.263
H 1.808 -2.191 -1.159 0.409 0.208 0.471
```
Positions in Å, forces in eV/Å.



2.
ORCA calculation (ωB97M-V with the def2-TZVPD basis set) on 16 unconnected molecules or ions with the total composition H32O16 in a non-equilibrium geometry.

As for the spin multiplicity: 1. For the HOMO energy, the calculation gives -0.375 hartree. The calculation puts the relative energy (zero: lowest compared OMol25 entry of this formula, charge and spin) at 114.00 kcal per mole. The calculation puts the frontier orbital gap at 9.95 eV.

XYZ file:
```
48
Properties=species:S:1:pos:R:3:forces:R:3
O -2.826 1.069 -0.538 -0.100 0.930 0.739
H -2.547 0.730 -1.385 0.084 -0.484 -0.592
H -2.976 0.340 0.073 -0.247 -0.187 -0.020
O 1.282 -1.895 -2.788 -0.242 1.621 -0.184
H 1.892 -1.346 -2.277 -0.089 -0.048 -0.353
H 1.568 -2.758 -2.589 0.229 -1.824 0.338
O 3.132 1.935 -0.419 -1.261 -1.143 -0.454
H 3.938 2.397 -0.569 0.978 0.618 -0.090
H 3.130 1.208 -1.095 0.519 0.495 0.728
O -3.699 -0.991 1.128 -0.831 0.749 0.464
H -2.862 -1.177 1.554 0.341 -0.375 -0.006
H -3.622 -1.437 0.290 0.141 -0.450 -0.694
O -0.914 0.974 1.808 0.579 -1.034 1.375
H -0.759 0.628 2.720 -0.233 0.284 -0.691
H -1.613 1.610 1.907 -0.853 0.442 -0.346
O 3.120 0.204 -2.603 0.002 -0.804 1.287
H 3.735 0.552 -3.215 1.001 0.416 -1.060
H 2.308 0.699 -2.700 -0.899 0.318 -0.336
O -1.086 3.204 -0.274 0.896 2.581 0.533
H -1.833 3.791 -0.052 0.448 -0.851 -0.290
H -1.407 2.345 -0.449 -1.453 -1.570 -0.281
O 0.033 -0.536 -0.264 0.518 0.225 0.762
H 0.385 0.255 -0.651 0.513 0.475 -1.485
H -0.287 -0.071 0.520 -0.735 -0.368 0.822
O 1.282 -3.079 0.220 1.193 -1.197 0.215
H 2.155 -2.720 0.044 0.257 -0.359 -0.222
H 0.743 -2.312 0.155 -1.322 1.153 -0.240
O -1.492 -2.394 1.801 1.772 2.054 -0.901
H -1.237 -1.792 2.527 0.074 -0.737 0.133
H -2.051 -3.041 2.141 -1.460 -1.738 1.121
O 0.919 1.768 -2.176 0.057 -0.603 -0.334
H 0.941 2.274 -2.987 -0.154 0.487 -0.177
H 1.523 2.211 -1.568 0.068 0.556 0.561
O 1.800 -0.961 2.139 0.359 0.657 0.489
H 1.974 -1.758 2.646 0.382 -0.402 -0.579
H 2.073 -1.087 1.227 -0.180 -0.159 0.113
O -1.694 0.632 -2.891 -0.599 -0.148 -0.826
H -0.815 0.971 -2.900 1.185 0.256 0.643
H -1.941 0.755 -3.810 -0.564 -0.229 -0.130
O -1.932 -2.014 -1.209 -1.308 1.224 -1.560
H -1.221 -1.535 -0.790 0.546 0.017 0.251
H -2.064 -2.851 -0.833 0.207 -1.608 0.973
O -0.175 -0.980 3.792 -0.154 0.512 -0.486
H 0.497 -0.815 3.092 -0.246 0.039 -0.004
H 0.350 -1.368 4.484 -0.001 -0.217 0.761
O 0.647 3.139 2.393 0.025 -0.060 0.294
H 1.547 2.836 2.241 -0.094 -0.008 -0.070
H 0.077 2.391 2.131 0.653 0.493 -0.188
```
Positions in Å, forces in eV/Å.



3.
ORCA calculation (ωB97M-V with the def2-TZVPD basis set) on 17 unconnected molecules or ions with the total composition H33O17 in a non-equilibrium geometry.

Its charge is -1. As for the spin multiplicity: 1. For the HOMO energy, the calculation gives -0.217 hartree. The calculation puts the relative energy (zero: lowest compared OMol25 entry of this formula, charge and spin) at 145.70 kcal per mole. The calculation puts the frontier orbital gap at 7.41 eV.

XYZ file:
```
50
Properties=species:S:1:pos:R:3:forces:R:3
O 2.165 4.546 0.948 -1.470 -1.933 -1.701
H 2.201 4.654 -0.026 0.328 0.755 0.746
H 1.775 3.578 0.862 1.272 2.148 1.126
O 0.790 -6.061 -1.970 4.512 2.123 -6.405
H 0.367 -6.354 -1.286 -3.907 -2.188 6.218
H 0.415 -5.198 -2.305 -0.521 -0.658 0.131
O 1.620 -2.670 -3.531 -2.247 1.983 2.482
H 0.647 -2.997 -3.131 1.314 -0.674 -1.743
H 1.822 -3.351 -4.115 0.483 -1.953 -1.356
O -1.411 -0.316 5.401 6.384 -4.854 -7.544
H -1.866 0.090 5.982 -4.302 5.196 6.224
H -0.592 0.116 5.017 -2.101 -0.329 1.346
O -1.950 -1.937 -2.346 0.257 0.121 -0.539
H -1.607 -1.375 -3.092 -0.370 -1.378 1.131
O 3.130 -0.570 2.397 2.003 -4.820 2.733
H 2.260 -0.579 2.790 -0.878 0.262 -0.044
H 3.468 -1.596 2.886 -1.251 4.742 -2.218
O 1.481 -1.711 -1.100 -1.391 3.138 -3.275
H 1.611 -2.337 -1.851 0.698 -0.395 0.235
H 1.116 -0.970 -1.814 1.155 -2.401 3.166
O 2.004 2.028 1.040 -0.135 2.160 0.958
H 2.747 1.683 1.495 1.104 -0.687 0.519
H -1.593 -2.896 -2.440 0.353 1.351 -0.378
O 1.348 -4.086 0.383 -2.184 0.885 -1.368
H 2.157 -3.983 0.821 1.975 0.351 0.808
H 1.263 -3.280 -0.198 0.172 -1.253 0.895
O -3.186 3.136 -2.048 -1.450 1.582 -2.349
H -4.027 3.582 -1.830 0.615 -0.751 0.136
H -2.925 2.653 -1.305 0.506 -1.075 2.221
O -1.954 3.725 0.661 2.610 2.328 1.169
H -1.924 4.741 0.417 -0.259 -2.981 0.976
H -1.163 3.613 1.335 -2.500 0.598 -1.986
O -0.647 5.691 2.837 0.688 -0.188 -0.023
H 0.249 5.712 2.479 0.092 0.404 -0.778
H -0.434 5.139 3.588 -0.604 -0.285 0.685
O -2.122 5.669 -1.542 0.951 1.199 0.761
H -1.332 5.160 -1.274 -0.942 -0.048 -0.812
H -2.720 5.126 -2.050 0.425 -0.869 -0.035
O -4.062 0.595 0.384 1.048 -0.146 0.747
H -4.361 0.137 -0.421 0.873 -0.232 0.671
H -3.241 0.193 0.815 -1.840 0.349 -1.476
O -0.449 -4.112 -3.021 6.938 3.135 10.510
H -0.923 -4.225 -3.675 -7.146 -1.993 -10.325
H 1.593 1.374 0.556 -1.212 -2.533 -1.551
O 4.074 -2.396 0.567 -0.108 1.415 2.111
H 3.763 -2.187 -0.301 -0.486 0.080 -1.005
H 3.748 -1.601 1.113 0.564 -1.670 -1.577
O -1.267 -2.067 1.000 -2.525 1.389 -1.287
H -1.672 -1.784 0.115 0.984 -0.798 1.561
H -0.387 -2.298 0.785 1.523 -0.601 -0.493
```
Positions in Å, forces in eV/Å.